#1
C3H13N3O | the ωB97M-V functional and the def2-TZVPD basis

Last columns: bonded neighbours and bond lengths (Å).
Element x y z (Å)
1 C 0.978 0.766 1.148  C3 1.380, N5 1.370, H7 1.081
2 C -2.286 -0.666 0.882  N4 1.452, H10 1.098, H11 1.091, H12 1.093
3 C 1.917 0.771 0.137  C1 1.380, H14 1.084, H15 1.081
4 N -1.039 -0.474 0.164  C2 1.452, H6 1.018, H20 1.037
5 N 0.168 1.836 1.422  C1 1.370, H8 1.010, H9 1.005
6 H -0.509 -1.342 0.116  N4 1.018
7 H 0.958 -0.015 1.896  C1 1.081
8 H 0.150 2.556 0.715  N5 1.010
9 H -0.751 1.609 1.760  N5 1.005
10 H -2.914 -1.476 0.489  C2 1.098
11 H -2.854 0.265 0.895  C2 1.091
12 H -2.055 -0.912 1.922  C2 1.093
13 H 1.122 0.125 -1.178  N16 1.218
14 H 2.236 1.738 -0.236  C3 1.084
15 H 2.750 0.089 0.237  C3 1.081
16 N 0.740 -0.385 -2.215  H13 1.218, O17 1.460, H19 1.021
17 O 0.753 -1.820 -1.941  N16 1.460, H18 0.963
18 H 0.176 -2.205 -2.609  O17 0.963
19 H 1.586 -0.250 -2.769  N16 1.021
20 H -1.126 -0.209 -0.835  N4 1.037

Output
- SMILES: C=CN.CN.NO
- Orbital gap: 8.9 eV

Charges obtained by natural (NBO) population analysis, quoted in units of e: atom 1 (C): 0.174, atom 2 (C): -0.411, atom 3 (C): -0.704, atom 4 (N): -0.864, atom 5 (N): -0.794, atom 6 (H): 0.372, atom 7 (H): 0.194, atom 8 (H): 0.376, atom 9 (H): 0.384, atom 10 (H): 0.174, atom 11 (H): 0.184, atom 12 (H): 0.183, atom 13 (H): 0.371, atom 14 (H): 0.210, atom 15 (H): 0.223, atom 16 (N): -0.598, atom 17 (O): -0.636, atom 18 (H): 0.461, atom 19 (H): 0.317, atom 20 (H): 0.384

=====

#2
C3H13N3O | the ωB97M-V functional and the def2-TZVPD basis

Last columns: bonded neighbours and bond lengths (Å).
Element x y z (Å)
1 C 0.783 0.558 0.958  N2 1.458, C5 1.543, H7 1.099, H8 1.122
2 N 0.816 -0.592 0.063  C1 1.458, C3 1.471, H9 1.010
3 C -0.091 -1.750 0.041  N2 1.471, N4 1.518, H10 1.095, H11 1.090
4 N -0.617 -1.931 -1.371  C3 1.518, H12 1.014, H13 1.012
5 C -0.613 0.870 1.538  C1 1.543, N6 1.467, H14 1.105, H15 1.090
6 N -1.544 1.464 0.573  C5 1.467, H16 1.017, H17 1.016
7 H 1.301 1.383 0.449  C1 1.099
8 H 1.437 0.327 1.841  C1 1.122
9 H 1.765 -0.934 0.025  N2 1.010
10 H -0.919 -1.729 0.759  C3 1.095
11 H 0.578 -2.600 0.168  C3 1.090
12 H -1.224 -1.135 -1.528  N4 1.014
13 H 0.165 -1.857 -2.008  N4 1.012
14 H -0.982 -0.125 1.845  C5 1.105
15 H -0.587 1.379 2.502  C5 1.090
16 H -1.589 0.850 -0.235  N6 1.017
17 H -1.148 2.310 0.175  N6 1.016
18 H 1.432 0.727 -1.773  O20 0.973
19 H 0.091 1.222 -2.138  O20 0.953
20 O 0.945 1.562 -1.884  H18 0.973, H19 0.953

Output
- SMILES: NCCNCN.O
- Orbital gap: 9.5 eV

Charges obtained by natural (NBO) population analysis, quoted in units of e: atom 1 (C): -0.233, atom 2 (N): -0.693, atom 3 (C): -0.067, atom 4 (N): -0.826, atom 5 (C): -0.234, atom 6 (N): -0.820, atom 7 (H): 0.214, atom 8 (H): 0.160, atom 9 (H): 0.365, atom 10 (H): 0.193, atom 11 (H): 0.179, atom 12 (H): 0.335, atom 13 (H): 0.348, atom 14 (H): 0.181, atom 15 (H): 0.207, atom 16 (H): 0.335, atom 17 (H): 0.357, atom 18 (H): 0.475, atom 19 (H): 0.460, atom 20 (O): -0.937

=====

#3
C3H13N3O | the ωB97M-V functional and the def2-TZVPD basis

Last columns: bonded neighbours and bond lengths (Å).
Element x y z (Å)
1 C -0.766 -1.383 0.209  N2 1.414, C5 1.572, H7 1.100, H8 1.075
2 N -0.367 -0.903 -1.060  C1 1.414, C3 1.557, H9 1.068
3 C -0.937 0.517 -1.346  N2 1.557, N4 1.514, H10 1.065, H11 1.153
4 N -0.226 1.325 -2.412  C3 1.514, H12 1.085, H13 1.016
5 C 0.336 -2.130 1.043  C1 1.572, N6 1.387, H14 1.132, H15 1.082
6 N 1.397 -1.247 1.189  C5 1.387, H16 1.006, H17 1.043
7 H -1.223 -0.544 0.752  C1 1.100
8 H -1.587 -2.078 0.208  C1 1.075
9 H 0.649 -1.065 -1.347  N2 1.068
10 H -1.935 0.391 -1.695  C3 1.065
11 H -0.855 1.111 -0.362  C3 1.153
12 H 0.805 1.483 -2.115  N4 1.085
13 H -0.318 0.980 -3.363  N4 1.016
14 H 0.568 -3.138 0.582  C5 1.132
15 H -0.136 -2.404 1.978  C5 1.082
16 H 2.013 -1.554 1.923  N6 1.006
17 H 1.197 -0.272 1.500  N6 1.043
18 H 0.906 3.176 2.562  O20 0.967
19 H 0.065 2.317 1.476  O20 0.944
20 O 0.304 3.169 1.806  H18 0.967, H19 0.944

Output
- SMILES: NCCNCN.O
- Orbital gap: 9.0 eV

Charges obtained by natural (NBO) population analysis, quoted in units of e: atom 1 (C): -0.212, atom 2 (N): -0.683, atom 3 (C): -0.023, atom 4 (N): -0.857, atom 5 (C): -0.214, atom 6 (N): -0.843, atom 7 (H): 0.156, atom 8 (H): 0.171, atom 9 (H): 0.388, atom 10 (H): 0.184, atom 11 (H): 0.140, atom 12 (H): 0.364, atom 13 (H): 0.371, atom 14 (H): 0.189, atom 15 (H): 0.161, atom 16 (H): 0.355, atom 17 (H): 0.354, atom 18 (H): 0.480, atom 19 (H): 0.473, atom 20 (O): -0.953

=====

Which structure is the least stable? The one labeled #1.